No. 1
C5H8N2 | ωB97M-V with the def2-TZVPD basis set

```
15
Properties=species:S:1:pos:R:3:lowdin_charge:R:1
C 0.1182 -1.3094 0.1230 -0.153
C 1.2488 -0.6630 0.3662 -0.102
C -1.1191 -0.9108 -0.5769 -0.181
C 0.9542 1.7598 0.0556 0.007
C 1.5844 0.6516 -0.1894 -0.203
N -1.9816 0.1079 0.1936 -0.205
N -1.9166 1.3051 0.0823 0.064
H -0.1157 -2.1700 0.7384 0.089
H 2.2024 -1.0129 0.7767 0.114
H -0.8676 -0.5397 -1.6333 0.134
H -1.7671 -1.9153 -0.7047 0.143
H 0.0838 1.7371 0.6192 0.002
H 1.4830 2.6866 -0.0412 0.065
H 2.4860 0.7148 -0.7841 0.097
H -2.3931 -0.4417 0.9746 0.128
```

Values from the calculation:
Total energy   -8290.0496 eV
LUMO level   0.6 eV
Gap between HOMO and LUMO   8.68 eV
ΔE to the lowest compared entry with this formula, charge and spin   477.3 kJ/mol
HOMO   -8.0624 eV



No. 2
C5H3F5 | ωB97M-V with the def2-TZVPD basis set

```
13
Properties=species:S:1:pos:R:3:lowdin_charge:R:1
C -1.0715 0.8547 -0.4855 0.113
C -1.6873 1.8410 -0.2073 -0.122
C 1.3990 0.4348 0.2225 -0.004
C 0.1776 -0.1917 -0.5232 -0.366
C -0.3622 -1.4166 0.2176 -0.609
F -2.5258 2.7443 0.0880 0.157
F 0.4848 -0.5056 -1.8141 0.065
F -1.6847 -1.5111 0.1588 0.150
F 0.0624 -2.5939 -0.3510 0.126
F -0.0577 -1.4198 1.4825 0.188
H 1.7839 1.2701 -0.4556 0.119
H 1.1376 0.6071 1.2778 0.091
H 2.3438 -0.1133 0.3896 0.090
```

Values from the calculation:
Total energy   -18817.7618 eV
LUMO level   0.6 eV
Structure (SMILES)   C[C@](F)(C#CF)C(F)(F)F
Gap between HOMO and LUMO   11.47 eV
ΔE to the lowest compared entry with this formula, charge and spin   119.6 kJ/mol
HOMO   -10.8383 eV



No. 3
C5H11NO2 | ωB97M-V with the def2-TZVPD basis set

```
19
Properties=species:S:1:pos:R:3:lowdin_charge:R:1
C -0.2306 0.8184 0.0078 -0.449
C 0.0185 1.4949 1.3415 -0.542
C 0.4204 -0.5391 -0.1799 -0.389
C -0.1650 -1.7205 0.8723 -0.040
C 0.0645 -0.9307 -1.7004 -0.112
H 1.5704 1.2950 -1.0803 0.191
H 0.1732 2.9056 -0.6296 0.216
H -1.3437 0.5690 -0.1310 0.154
H 1.4912 -0.2391 -0.0250 0.128
H 0.2594 -1.7026 1.8981 0.077
H -0.0547 -2.7436 0.4460 0.066
H -1.2917 -1.3867 0.7605 0.102
H -1.1538 -0.5916 -2.0049 0.150
H 0.6881 -0.3118 -2.5430 0.099
H 0.3221 -2.0970 -1.6088 0.088
H -1.0813 -0.0151 1.8968 0.177
N 0.3368 1.6801 -1.1043 -0.046
O 0.7724 2.5001 1.6142 0.020
O -0.7964 1.0147 2.1699 0.108
```

Values from the calculation:
Total energy   -10943.5068 eV
LUMO level   0.6 eV
Gap between HOMO and LUMO   10.21 eV
ΔE to the lowest compared entry with this formula, charge and spin   555.8 kJ/mol
HOMO   -9.6550 eV



No. 4
C24H16Cl5EuIN3O9S2 | ωB97M-V with the def2-TZVPD basis set

```
61
Properties=species:S:1:pos:R:3:lowdin_charge:R:1
Eu 0.1848 0.2419 -0.2699 1.739
O -3.0721 -2.7008 -0.7327 0.131
C -1.8285 -2.4185 -1.1403 -0.500
O -1.5161 -1.3564 -1.6108 0.026
C -0.8892 -3.5951 -1.0110 -0.135
O 0.4193 -3.1992 -1.2308 -0.162
C 0.7847 -2.9269 -2.5790 -0.107
C 1.7179 -1.6741 -2.5965 -0.638
O 2.8904 -1.8513 -2.9469 -0.011
O 1.1482 -0.5960 -2.2770 -0.182
H -3.5734 -1.8708 -0.6983 0.128
H -0.9491 -3.9760 0.0094 0.137
H -1.2173 -4.3907 -1.6964 0.142
H 1.3003 -3.7954 -3.0002 0.118
H -0.0936 -2.6884 -3.1852 0.120
Cl 1.3652 5.6089 -5.4531 0.608
C 1.4615 4.4737 -4.1534 -0.734
C 0.3937 3.6258 -3.8670 -0.705
Cl -1.0389 3.7134 -4.8270 0.649
C 0.4682 2.7131 -2.8323 -0.564
Cl -0.8577 1.6580 -2.4914 0.750
C 1.6146 2.5944 -1.9898 -0.509
O 1.6863 1.7985 -1.0114 -0.286
C 2.6845 3.4739 -2.3282 -0.601
Cl 4.1018 3.3585 -1.3565 0.690
C 2.6110 4.3846 -3.3662 -0.712
Cl 3.9509 5.4159 -3.7094 0.638
S 1.1536 0.5606 2.4406 0.568
C 1.1582 2.2607 2.8766 -0.762
C 1.9386 2.5754 4.0174 -0.346
N 2.5970 2.7768 4.9462 0.105
C 0.4500 3.2344 2.2213 -0.805
S -0.5184 3.0100 0.8151 0.554
C 0.4767 4.5510 2.7719 -0.325
N 0.4883 5.6101 3.2288 0.119
C -1.3957 -2.6621 3.0118 -0.004
C -1.6344 -1.6416 1.9209 -0.384
O -0.7256 -1.4726 1.1002 -0.156
C -2.8927 -0.9425 1.8550 -0.108
C -3.9801 -1.3120 2.6707 -0.060
C -5.1895 -0.6731 2.5978 -0.129
C -5.3446 0.4070 1.7063 -0.105
C -4.3126 0.8122 0.9089 -0.009
C -3.0408 0.1491 0.9210 -0.376
O -2.1320 0.5134 0.1248 -0.266
H -0.3551 -2.9739 2.9590 0.087
H -2.0393 -3.5336 2.8681 0.084
H -1.6018 -2.2287 3.9898 0.088
H -3.8603 -2.1434 3.3549 0.099
H -6.0172 -0.9863 3.2222 0.082
H -6.2955 0.9260 1.6563 0.093
H -4.4113 1.6472 0.2265 0.112
N 3.8285 -0.3339 1.0556 0.177
C 3.2129 -1.3206 0.4090 -0.631
O 1.9903 -1.3245 0.2086 -0.171
C 4.1066 -2.4274 -0.1091 -0.528
I 3.4325 -4.3137 0.6289 0.776
H 3.2022 0.3684 1.4798 0.020
H 4.8090 -0.3376 1.2618 0.105
H 5.1423 -2.3281 0.1991 0.035
H 4.0128 -2.4674 -1.1941 0.030
```

Values from the calculation:
Total energy   -159765.0547 eV
LUMO level (alpha / beta)   3.4 / 3.4 eV
Total charge   -2
<S²>   12.011
Gap between HOMO and LUMO (alpha / beta)   4.88 / 4.89 eV
Spin multiplicity   7
ΔE to the lowest compared entry with this formula, charge and spin   0.0 kJ/mol
HOMO (alpha / beta)   -1.4730 / -1.4787 eV



No. 5
C4H7NO | ωB97M-V with the def2-TZVPD basis set

```
13
Properties=species:S:1:pos:R:3:lowdin_charge:R:1
O 2.3516 -0.7285 0.3279 -0.086
N 1.8870 -0.0616 -0.8076 -0.033
C 0.6227 -0.1591 -0.9389 -0.221
C -0.3264 -0.5714 0.0817 -0.200
C -1.7362 -0.1055 0.2457 -0.139
C -0.7147 0.9444 0.4243 -0.091
H 3.3033 -0.7030 0.1717 0.086
H 0.2387 0.2611 -1.8473 0.118
H -0.0095 -1.4397 0.6717 0.140
H -2.4812 -0.0678 -0.5406 0.103
H -2.1160 -0.4236 1.2111 0.109
H -0.6601 1.6619 -0.4094 0.110
H -0.4297 1.4082 1.3559 0.104
```

Values from the calculation:
Total energy   -7795.2363 eV
LUMO level   1.1 eV
Structure (SMILES)   O/N=C\C1CC1
Gap between HOMO and LUMO   9.74 eV
ΔE to the lowest compared entry with this formula, charge and spin   425.3 kJ/mol
HOMO   -8.6057 eV



No. 6
CH9NO4 | ωB97M-V with the def2-TZVPD basis set

```
15
Properties=species:S:1:pos:R:3:lowdin_charge:R:1
C -1.2185 -0.0959 1.6555 -0.389
N -0.4980 0.3359 0.5800 0.105
O -0.8830 -0.1653 2.8432 -0.014
H -2.1886 -0.4948 1.2309 0.138
H -0.8312 0.2196 -0.3356 0.009
H 0.3113 0.9301 0.7103 0.102
H 1.1817 -0.5732 1.4607 -0.022
H 2.3789 -0.7298 2.6257 0.085
O 2.1109 -0.8143 1.6499 -0.114
H -2.4171 -0.1895 -2.3668 0.021
H -1.1104 0.2017 -2.6368 0.059
O -1.5994 -0.2815 -1.9420 -0.038
H 1.5969 1.1908 -2.3529 0.045
H 1.9698 0.0133 -1.2692 0.128
O 1.1966 0.4529 -1.8531 -0.116
```

Values from the calculation:
Total energy   -10862.8636 eV
LUMO level   0.3 eV
Structure (SMILES)   NC=O.O.O.O
Gap between HOMO and LUMO   10.19 eV
ΔE to the lowest compared entry with this formula, charge and spin   127.8 kJ/mol
HOMO   -9.8716 eV



No. 7
C26H36AsClIOP2Pt | ωB97M-V with the def2-TZVPD basis set

```
69
Properties=species:S:1:pos:R:3:lowdin_charge:R:1
C 0.1836 3.2192 -2.1577 -0.047
C -0.6144 2.2760 -1.2920 -0.602
H 1.2104 2.8539 -2.3437 0.092
H 0.2443 4.2044 -1.6758 0.089
H -0.3424 3.3342 -3.1169 0.089
O -0.1186 1.2409 -0.8907 -0.185
I -1.4847 -0.8833 1.0030 0.851
Pt -2.6118 2.9591 -0.9471 0.602
P -3.2401 1.2129 -2.3383 0.677
C -2.0764 -0.1044 -2.8233 -0.226
C -4.6824 0.2241 -1.8441 -0.223
H -5.0553 -0.2965 -2.7371 0.081
H -4.0729 1.2306 -4.5761 0.078
H -5.4626 0.8655 -1.4248 0.032
H -4.3229 2.8285 -3.7579 0.058
H -2.2362 -0.9803 -2.1891 0.028
H -4.3661 -0.5199 -1.1038 0.042
C -3.6249 1.9984 -3.9285 -0.225
H -2.2932 -0.3536 -3.8688 0.076
H -2.6877 2.3715 -4.3701 0.063
H -1.0308 0.1913 -2.7174 0.032
P -1.9076 3.3203 1.2296 0.674
C -0.2982 2.6993 1.8314 -0.237
C -1.6812 5.1143 1.3631 -0.226
H -4.0155 3.0309 2.4083 0.045
H -2.6265 3.3335 3.5097 0.081
H -2.8422 1.7212 2.7679 0.032
C -2.9672 2.7990 2.6118 -0.219
H -2.5846 5.6248 1.0073 0.059
H -1.4903 5.3414 2.4219 0.076
H 0.0919 3.4581 2.5213 0.075
H 0.4195 2.5132 1.0294 0.030
H -0.8146 5.4011 0.7485 0.063
H -0.4560 1.7584 2.3639 0.012
Cl -4.8109 3.5069 -0.5035 -0.025
C 5.6155 -0.3868 -0.7441 0.050
C 4.5801 0.5323 -0.9841 0.052
C 3.2693 0.2146 -0.6036 -0.053
C 3.0236 -1.0207 0.0082 -0.316
C 4.0430 -1.9352 0.2632 0.000
C 5.3550 -1.6148 -0.1257 0.020
As 1.0912 -1.3767 0.5055 1.096
C 0.8273 -3.0850 -0.4586 -0.385
C -0.2064 -3.9814 -0.1492 -0.139
C -0.4561 -5.0761 -0.9971 -0.031
C 0.3288 -5.2678 -2.1456 -0.026
C 1.3483 -4.3544 -2.4536 -0.038
C 1.5974 -3.2622 -1.6122 -0.109
C 1.5499 -1.8461 2.3755 -0.405
C 0.7483 -2.7662 3.0646 -0.121
C 0.8355 -2.8335 4.4593 -0.027
C 1.7064 -1.9792 5.1602 -0.020
C 2.5051 -1.0699 4.4528 -0.037
C 2.4390 -1.0047 3.0536 -0.105
H 6.6350 -0.1292 -1.0435 0.150
H 4.7923 1.4936 -1.4671 0.148
H 2.4271 0.8923 -0.7778 0.091
H 3.8391 -2.8916 0.7429 0.145
H 6.1671 -2.3241 0.0555 0.143
H -0.8530 -3.8175 0.7126 0.054
H -1.2681 -5.7741 -0.7673 0.128
H 0.1475 -6.1291 -2.7864 0.127
H 1.9448 -4.5023 -3.3538 0.124
H 2.3769 -2.5465 -1.8625 0.094
H 0.0299 -3.3799 2.5168 0.077
H 0.2163 -3.5474 5.0009 0.127
H 1.7620 -2.0275 6.2475 0.129
H 3.1723 -0.3980 5.0006 0.126
H 3.0782 -0.2997 2.5018 0.107
```

Values from the calculation:
Total energy   -132850.4884 eV
LUMO level (alpha / beta)   -8.5 / -12.8 eV
Total charge   +3
<S²>   6.035
Gap between HOMO and LUMO (alpha / beta)   8.08 / 3.91 eV
Spin multiplicity   5
ΔE to the lowest compared entry with this formula, charge and spin   0.0 kJ/mol
HOMO (alpha / beta)   -16.5539 / -16.7049 eV